1) Entry from the OMol25 dataset: a molecular structure, C2HFI2O (ωB97M-V/def2-TZVPD).

Last column: Mulliken charge in e.
CARTESIAN COORDINATES (ANGSTROEM)
C (-0.37, 0.13, 0.63)  -0.072
C (0.71, 0.62, 1.50)  -0.073
O (-1.47, 0.13, 0.99)  -0.355
F (1.90, -0.30, 1.14)  -0.298
I (1.10, 2.63, 1.07)  0.211
I (0.10, 0.41, 3.60)  0.181
H (-0.16, -0.34, -0.32)  0.407

Summary:
E_LUMO = -0.74 eV
HOMO-LUMO gap = 9.120 eV
2S+1 = 1
Total charge = 0
HOMO energy = -9.86 eV


2) Entry from the OMol25 dataset: 2 unconnected molecules or ions with the total composition C2HFI2O (ωB97M-V/def2-TZVPD).

Last column: Mulliken charge in e.
CARTESIAN COORDINATES (ANGSTROEM)
C (-0.17, -0.59, -0.93)  0.057
C (-0.70, -0.33, 0.45)  0.041
O (0.16, -1.67, -1.37)  -0.444
F (-0.36, -1.15, 1.38)  -0.163
I (2.47, 1.94, 1.04)  -0.008
I (-1.32, 1.59, 0.95)  0.132
H (-0.08, 0.22, -1.52)  0.386

Summary:
E_LUMO (spin up / spin down) = -1.58 / -3.34 eV
HOMO-LUMO gap (spin up / spin down) = 8.705 / 5.709 eV
2S+1 = 1
Total charge = 0
HOMO energy (spin up / spin down) = -10.29 / -9.05 eV


How far above the most stable structure does each one sit? In kJ/mol: 1) 0.0; 2) 126.7.